Entry 1:
Formula: C47H40BrCl3F3GeN4O2PSSn
Source: the OMol25 dataset
Level of theory: wB97M-V/def2-TZVPD

Results
Frontier orbital gap   7.367 eV
E_LUMO   0.06 eV
HOMO level   -7.3 eV
Energy relative to the best compared isomer or geometry (same formula, charge and spin)   0.047 eV

The geometry in ORCA input format:
```
! RIJCOSX wB97M-V def2-TZVPD def2/J DEFGRID3
* xyz 0 1
Sn 1.054 -0.908 0.794
C 3.907 2.946 1.391
C 2.974 1.925 0.822
N 2.091 1.272 1.470
N 2.027 1.545 2.872
C 2.702 0.573 3.568
N 2.849 0.791 4.884
S 3.375 -0.787 2.830
C 3.199 1.535 -0.600
C 3.522 2.469 -1.573
C 3.761 2.018 -2.861
C 3.697 0.660 -3.119
C 3.382 -0.197 -2.073
N 3.142 0.231 -0.843
H 3.767 3.064 2.461
H 4.931 2.625 1.194
H 3.764 3.906 0.895
H 2.279 1.484 5.350
H 3.126 -0.014 5.420
H 3.563 3.524 -1.339
H 3.995 2.721 -3.651
H 3.883 0.265 -4.109
H 3.310 -1.268 -2.228
Cl 0.509 -4.473 0.374
C 1.057 -5.201 -1.114
C 1.755 -6.394 -1.022
C 2.260 -6.977 -2.173
C 2.069 -6.357 -3.399
C 1.358 -5.167 -3.473
C 0.820 -4.565 -2.337
P -0.072 -2.952 -2.331
C -1.829 -3.490 -2.231
C -2.778 -2.467 -2.187
C -4.130 -2.761 -2.150
C -4.554 -4.085 -2.145
C -3.617 -5.106 -2.174
C -2.260 -4.811 -2.216
C -0.068 -2.433 -4.096
C 0.414 -1.159 -4.373
C 0.365 -0.644 -5.665
C -0.176 -1.402 -6.690
C -0.678 -2.672 -6.422
C -0.633 -3.178 -5.135
H 1.912 -6.845 -0.052
H 2.813 -7.904 -2.106
H 2.467 -6.801 -4.302
H 1.219 -4.694 -4.436
H -2.450 -1.430 -2.183
H -4.853 -1.956 -2.113
H -5.611 -4.318 -2.117
H -3.940 -6.140 -2.163
H -1.541 -5.621 -2.239
H 0.795 -0.554 -3.560
H 0.734 0.355 -5.862
H -0.226 -1.001 -7.694
H -1.117 -3.260 -7.219
H -1.054 -4.155 -4.928
Br -5.895 3.365 -2.756
C -4.292 2.602 -2.090
C -4.270 2.091 -0.803
C -3.091 1.539 -0.325
C -1.955 1.494 -1.121
C -2.006 1.993 -2.416
C -3.173 2.560 -2.907
C -0.688 0.856 -0.617
O -0.628 0.600 0.639
O 0.209 0.581 -1.423
H -5.161 2.118 -0.191
H -3.040 1.123 0.672
H -1.118 1.933 -3.030
H -3.218 2.958 -3.911
Cl -2.604 -3.778 1.429
C -4.037 -2.960 2.049
Cl -4.211 -1.310 1.426
H -3.960 -2.907 3.128
H -4.908 -3.522 1.731
Ge 0.306 2.303 3.341
C 0.180 3.934 2.310
C -1.068 4.220 1.760
C -1.280 5.388 1.039
C -0.243 6.293 0.871
C 1.000 6.033 1.434
C 1.205 4.863 2.152
C 0.448 2.686 5.235
C -0.083 1.805 6.178
C 0.072 2.053 7.536
C 0.759 3.182 7.963
C 1.282 4.071 7.033
C 1.126 3.824 5.676
H -0.857 1.386 3.015
H -1.878 3.511 1.870
H -2.250 5.583 0.601
H -0.402 7.201 0.305
H 1.807 6.745 1.316
H 2.172 4.684 2.601
H -0.608 0.916 5.850
H -0.342 1.363 8.260
H 0.886 3.370 9.021
H 1.809 4.956 7.365
H 1.522 4.532 4.957
F 0.342 -0.687 4.111
C -0.017 -1.349 2.928
F 0.285 -2.655 3.196
F -1.381 -1.306 2.968
*
```


Entry 2:
Formula: C47H40F2MnN6O2Si
Source: the OMol25 dataset
Level of theory: wB97M-V/def2-TZVPD

Results
Frontier orbital gap (spin up / spin down)   5.981 / 5.668 eV
E_LUMO (spin up / spin down)   -1.29 / -1.32 eV
HOMO level (spin up / spin down)   -7.3 / -7.0 eV
Energy relative to the best compared isomer or geometry (same formula, charge and spin)   0.052 eV

The geometry in ORCA input format:
```
! RIJCOSX wB97M-V def2-TZVPD def2/J DEFGRID3
* xyz 0 2
Mn -0.176 -0.037 -0.731
O -3.434 6.253 -1.366
N -4.148 5.410 -0.862
O -5.267 5.600 -0.445
C -3.559 4.039 -0.674
C -4.336 3.162 -0.035
C -3.879 1.823 0.230
C -4.639 0.886 0.936
C -4.081 -0.340 1.200
C -2.781 -0.603 0.755
N -2.062 0.249 0.047
C -2.615 1.462 -0.202
C -1.800 2.398 -0.911
N -0.598 1.917 -1.305
C 0.204 2.703 -1.983
C -0.135 4.030 -2.277
C -1.336 4.538 -1.864
C -2.231 3.707 -1.158
H -5.316 3.473 0.301
H -5.634 1.144 1.279
H -4.607 -1.093 1.769
H -2.292 -1.534 1.008
H 1.142 2.265 -2.302
H 0.564 4.649 -2.822
H -1.597 5.561 -2.076
F 5.219 -0.132 -1.659
C 3.964 -0.236 -2.140
C 2.895 -0.105 -1.277
C 1.584 -0.217 -1.739
C 1.403 -0.470 -3.124
C 2.519 -0.586 -3.948
F 2.382 -0.821 -5.279
C 3.815 -0.474 -3.492
C 0.010 -0.658 -3.588
C -0.399 -0.918 -4.903
C -1.735 -1.119 -5.184
C -2.669 -1.066 -4.160
C -2.204 -0.792 -2.893
N -0.914 -0.595 -2.605
H 3.118 0.055 -0.222
H 4.657 -0.570 -4.162
H 0.329 -0.964 -5.693
H -2.046 -1.321 -6.202
H -3.725 -1.224 -4.333
H -2.889 -0.745 -2.057
C 4.213 -2.114 3.385
C 4.425 -0.791 3.023
C 3.384 -0.031 2.499
C 2.104 -0.563 2.305
C 1.924 -1.903 2.681
C 2.951 -2.669 3.217
Si 0.691 0.460 1.528
C -0.634 0.532 2.927
C -0.746 -0.368 3.993
C -1.775 -0.281 4.931
C -2.723 0.726 4.843
C -2.629 1.651 3.809
C -1.609 1.541 2.875
C 1.408 2.240 1.592
C 1.178 3.131 2.649
C 1.727 4.409 2.668
C 2.550 4.833 1.634
C 2.825 3.962 0.589
C 2.257 2.692 0.574
H 5.021 -2.706 3.796
H 5.405 -0.346 3.151
H 3.578 1.003 2.234
H 0.953 -2.372 2.555
H 2.768 -3.699 3.501
H -0.010 -1.154 4.114
H -1.822 -0.997 5.743
H -3.517 0.801 5.577
H -3.345 2.463 3.738
H -1.541 2.299 2.098
H 0.562 2.825 3.485
H 1.521 5.071 3.501
H 2.985 5.824 1.651
H 3.486 4.269 -0.214
H 2.499 2.026 -0.247
C 1.692 -3.077 -0.622
C 1.907 -4.580 -0.315
N 0.654 -5.327 -0.492
C -0.330 -4.801 0.456
C -0.569 -3.289 0.190
N 0.274 -2.822 -0.918
C -0.084 -3.592 -2.112
C 0.158 -5.108 -1.855
H 2.263 -2.762 -1.496
H 2.000 -2.437 0.204
H 2.246 -4.724 0.713
H 2.663 -5.014 -0.973
H 0.048 -4.968 1.467
H -1.255 -5.372 0.351
H -0.353 -2.682 1.070
H -1.609 -3.108 -0.097
H 0.529 -3.228 -2.940
H -1.129 -3.387 -2.359
H 0.894 -5.513 -2.552
H -0.763 -5.680 -1.981
*
```


Entry 3:
Formula: C47H40N4OsP2Te
Source: the OMol25 dataset
Level of theory: wB97M-V/def2-TZVPD

Results
Frontier orbital gap (spin up / spin down)   3.664 / 3.662 eV
E_LUMO (spin up / spin down)   -14.01 / -14.01 eV
HOMO level (spin up / spin down)   -17.7 / -17.7 eV

The geometry in ORCA input format:
```
! RIJCOSX wB97M-V def2-TZVPD def2/J DEFGRID3
* xyz 4 1
Os -0.062 -0.843 0.169
N 1.819 -0.260 2.455
P 2.222 -0.702 0.875
C 2.300 -2.480 0.647
C 3.083 -3.467 1.223
C 2.779 -4.800 0.958
C 1.718 -5.141 0.129
C 0.923 -4.168 -0.471
C 1.248 -2.845 -0.207
C 3.729 0.104 0.435
C 4.242 1.138 1.225
C 5.461 1.708 0.891
C 6.155 1.257 -0.225
C 5.640 0.236 -1.017
C 4.427 -0.344 -0.695
P 0.207 -0.754 2.483
C -0.106 -2.085 3.582
C -0.256 -1.756 4.938
C -0.395 -2.774 5.865
C -0.412 -4.100 5.445
C -0.283 -4.421 4.098
C -0.126 -3.417 3.160
C -0.849 0.632 2.719
C -2.204 0.406 3.040
C -3.050 1.484 3.177
C -2.568 2.781 2.975
C -1.239 3.009 2.642
C -0.370 1.939 2.509
H 2.428 -0.338 3.268
H 3.905 -3.211 1.879
H 3.381 -5.586 1.396
H 1.520 -6.184 -0.082
H 0.150 -4.450 -1.172
H 0.834 -2.106 -1.019
H 3.710 1.495 2.097
H 5.876 2.491 1.510
H 7.111 1.698 -0.473
H 6.201 -0.124 -1.868
H 4.048 -1.162 -1.297
H -0.265 -0.724 5.273
H -0.502 -2.537 6.915
H -0.537 -4.888 6.175
H -0.312 -5.456 3.786
H -0.029 -3.666 2.112
H -2.569 -0.598 3.223
H -4.080 1.328 3.467
H -3.238 3.622 3.101
H -0.878 4.020 2.516
H 0.676 2.106 2.292
C -3.899 -2.809 -0.651
C -2.568 -2.552 -0.414
N -2.119 -1.309 -0.138
C -3.003 -0.297 -0.104
C -4.352 -0.462 -0.353
C -4.802 -1.756 -0.617
C -5.289 0.686 -0.268
C -5.608 1.514 -1.261
C -5.118 1.455 -2.650
C -5.836 2.086 -3.657
C -5.360 1.949 -4.952
N -4.261 1.251 -5.198
C -3.626 0.687 -4.186
N -3.995 0.764 -2.913
H -4.222 -3.818 -0.863
H -1.827 -3.339 -0.420
H -2.605 0.692 0.117
H -5.854 -1.931 -0.805
H -5.792 0.806 0.686
H -6.358 2.270 -1.061
H -6.735 2.648 -3.448
H -5.865 2.400 -5.802
H -2.735 0.114 -4.420
Te 0.226 0.696 -2.036
C 0.222 2.619 -1.248
C 1.122 2.976 -0.248
C 1.144 4.295 0.177
C 0.277 5.227 -0.387
C -0.615 4.852 -1.381
C -0.649 3.537 -1.828
C 2.050 0.647 -2.968
C 2.273 -0.425 -3.845
C 3.434 -0.458 -4.592
C 4.355 0.579 -4.475
C 4.133 1.639 -3.602
C 2.976 1.688 -2.848
H 1.823 2.256 0.166
H 1.853 4.604 0.934
H 0.310 6.256 -0.058
H -1.276 5.584 -1.823
H -1.333 3.256 -2.619
H 1.530 -1.209 -3.954
H 3.627 -1.264 -5.285
H 5.245 0.570 -5.087
H 4.866 2.431 -3.539
H 2.777 2.528 -2.195
*
```


In order of appearance, strongest force on any atom = 0.0094; 0.0175; 0.0243 Eh/bohr.
In order of appearance, molar mass = 1190.5; 841.9; 1040.6 g/mol.
In order of appearance, energy = -9469.5293; -3934.1651; -3073.9560 hartree.